The following is a DFT calculation (the ωB97M-V functional and the def2-TZVPD basis) of a structure of composition C42H59Br2N6SeSi3Y in a non-equilibrium geometry.

The geometry in XYZ format:
```
114
Properties=species:S:1:pos:R:3
Y -0.99841 -0.70237 -1.48454
C -1.72023 2.29689 -3.48781
Si -3.27809 1.90807 -2.48043
C -4.76614 1.85029 -3.64627
C -3.54953 3.33628 -1.25286
N -2.99004 0.38140 -1.75041
C -3.99619 -0.33747 -1.10702
C -5.20636 0.22284 -0.69810
C -6.16181 -0.52233 -0.01419
C -5.91148 -1.85240 0.28282
C -4.72097 -2.43712 -0.13557
C -3.76928 -1.72399 -0.85849
N -2.60824 -2.29818 -1.38513
Si -2.48769 -3.96711 -1.74042
C -1.23868 -4.09229 -3.16163
C -1.88514 -5.01276 -0.27057
C -4.08681 -4.72545 -2.38202
H -1.98043 2.50930 -4.52532
H -0.99419 1.47566 -3.52746
H -1.17997 3.16529 -3.10660
H -5.53113 2.58209 -3.38728
H -5.23149 0.86464 -3.61568
H -4.46102 2.04115 -4.67532
H -2.66521 3.97094 -1.17656
H -3.76009 2.94504 -0.25578
H -4.38963 3.96463 -1.54805
H -5.40784 1.26499 -0.91080
H -7.08973 -0.05449 0.28761
H -6.63471 -2.44088 0.83124
H -4.52943 -3.47523 0.10669
H -0.62352 -3.19457 -3.28424
H -1.78727 -4.20917 -4.09792
H -0.55770 -4.93996 -3.07456
H -1.70512 -4.37274 0.59480
H -0.96432 -5.55514 -0.48552
H -2.63188 -5.75150 0.02283
H -4.69368 -3.96308 -2.87177
H -4.69620 -5.17703 -1.60110
H -3.85798 -5.49968 -3.11656
Br -1.04315 -0.54022 5.62341
C -1.06442 -0.67733 3.75022
C -1.95622 0.07769 3.00371
C -1.90305 -0.03774 1.62470
N -1.05780 -0.86587 1.01042
C -0.25371 -1.65249 1.73817
C -0.19551 -1.55702 3.12409
C 0.53879 -2.66159 0.97317
C 1.14496 -3.73064 1.62087
C 1.81123 -4.66551 0.84736
Br 2.62391 -6.14569 1.67237
C 1.86408 -4.51189 -0.52642
C 1.22678 -3.41372 -1.08081
N 0.56784 -2.50981 -0.36049
H -2.67018 0.74077 3.46986
H -2.55712 0.54285 0.98146
H 0.49570 -2.14259 3.70957
H 1.07836 -3.86307 2.68854
H 2.37847 -5.22119 -1.15765
H 1.26948 -3.23037 -2.14453
C 4.98319 0.50405 -3.46365
Si 4.00323 -1.04121 -3.04827
C 4.21908 -2.29558 -4.42479
C 4.64185 -1.79804 -1.44391
C 2.22070 -0.68513 -2.86164
C 1.01791 -0.56131 -2.67305
H 5.88484 0.23435 -4.01563
H 5.29835 1.03892 -2.56460
H 4.40263 1.19181 -4.07509
H 5.25364 -2.63732 -4.48163
H 3.94621 -1.87015 -5.38962
H 3.58372 -3.16609 -4.25805
H 5.70033 -1.57305 -1.30354
H 4.53192 -2.88309 -1.44675
H 4.09818 -1.41727 -0.58202
C 0.38836 5.89600 0.25498
C 0.89159 5.53213 1.64497
C -0.22980 5.17468 2.61658
C -0.92567 3.84861 2.32056
N -0.00414 2.71981 2.34229
C 0.43815 2.02840 1.26259
Se -0.19652 2.16960 -0.45716
N 1.36705 1.13687 1.68602
C 2.20015 0.33461 0.79289
C 3.25829 1.15193 0.06908
C 4.28500 1.81304 0.98284
C 5.29539 0.82822 1.55269
C 1.54937 1.28193 3.05269
C 2.35875 0.60763 3.95514
C 2.27767 0.99289 5.28262
C 1.40714 2.00218 5.69921
C 0.58499 2.66273 4.80250
C 0.67881 2.28890 3.46877
H 1.19606 6.27769 -0.36766
H -0.37753 6.67121 0.31448
H -0.04153 5.03751 -0.26006
H 1.44569 6.37661 2.06187
H 1.60809 4.70652 1.58667
H -0.99675 5.95376 2.58854
H 0.15362 5.15915 3.63886
H -1.40791 3.84470 1.34246
H -1.69510 3.64664 3.07168
H 1.54257 -0.14295 0.06216
H 2.64484 -0.44713 1.41179
H 2.74555 1.89216 -0.54944
H 3.76442 0.47195 -0.62519
H 3.77676 2.33807 1.79883
H 4.81050 2.58592 0.41730
H 4.81849 0.05513 2.15667
H 6.02741 1.32453 2.18865
H 5.83753 0.32242 0.75225
H 3.02592 -0.18245 3.64298
H 2.89870 0.49575 6.01442
H 1.36390 2.26504 6.74635
H -0.10237 3.42764 5.13133
```

## Properties
molar mass: 1059.91 Da
LUMO: -0.97 eV
net charge: 0
calculated total energy: -283567.2485 eV
highest occupied orbital energy: -6.1 eV
ΔE to the lowest compared entry with this formula, charge and spin: 8.26 kcal/mol